(1)
Density functional theory data (the ωB97M-V functional and the def2-TZVPD basis) for 7 unconnected molecules or ions with the total composition C33H66BNO17 in a non-equilibrium geometry.

Summary:
* SMILES: CC(C)[C@@H](C)CO[C@@H]1OC(=O)O[C@@H]1B(N)O.CCOC(C)=O.CCOC(C)=O.CCOC(C)=O.CCOC(C)=O.CCOC(C)=O.CCOC(C)=O
* molecular weight: 759.693 Da
* maximum force: 1.78 eV Å⁻¹
* energy: -72266.8532 eV

Last column: Mulliken charge in e.
Atoms and positions in Å:
1 C 0.65 0.56 -3.46  -0.812
2 C 0.51 0.48 -4.99  1.810
3 C 1.72 -0.30 -5.56  -1.795
4 C 0.27 1.89 -5.58  0.734
5 C 1.24 2.38 -6.66  -1.965
6 C -1.15 2.02 -6.14  -1.186
7 O -2.08 1.71 -5.11  0.014
8 C -3.36 2.14 -5.37  -0.099
9 O -3.85 3.07 -4.40  -0.405
10 C -4.57 2.28 -3.53  0.542
11 O -4.48 2.28 -2.37  -0.393
12 O -5.37 1.48 -4.30  -0.404
13 C -4.48 1.04 -5.35  0.097
14 B -4.05 -0.48 -5.05  0.357
15 N -2.91 -0.85 -4.17  -0.378
16 O -4.85 -1.49 -5.61  -0.613
17 H 0.63 -0.44 -3.03  -0.397
18 H 1.60 1.06 -3.22  0.374
19 H -0.15 1.17 -3.02  0.311
20 H -0.39 -0.12 -5.18  -0.421
21 H 1.45 -0.86 -6.46  0.429
22 H 2.61 0.30 -5.70  0.314
23 H 1.98 -1.06 -4.82  0.393
24 H 0.31 2.60 -4.74  0.163
25 H 1.03 3.44 -6.84  0.508
26 H 1.12 1.88 -7.62  0.326
27 H 2.28 2.35 -6.32  0.452
28 H -1.25 3.03 -6.55  0.486
29 H -1.26 1.30 -6.96  0.257
30 H -3.48 2.68 -6.31  0.527
31 H -4.93 1.10 -6.35  0.226
32 H -3.32 -1.39 -3.41  0.167
33 H -2.31 -1.50 -4.68  0.167
34 H -4.32 -2.07 -6.16  0.291
35 C -0.11 -5.01 0.68  -0.888
36 C 1.03 -4.07 0.38  -0.229
37 O 1.14 -3.79 -1.01  -0.377
38 C 0.41 -2.84 -1.63  0.409
39 C -0.74 -2.20 -0.90  -0.136
40 O 0.66 -2.56 -2.77  -0.628
41 H -1.07 -4.58 0.40  0.172
42 H -0.14 -5.25 1.75  0.335
43 H 0.00 -5.94 0.11  0.349
44 H 0.96 -3.14 0.96  0.235
45 H 1.98 -4.54 0.66  0.304
46 H -1.66 -2.71 -1.17  0.245
47 H -0.81 -1.16 -1.22  0.238
48 H -0.64 -2.20 0.18  -0.052
49 C -2.75 4.00 0.48  -1.139
50 C -2.81 2.58 1.02  -0.004
51 O -2.34 2.50 2.37  -0.185
52 C -3.10 2.76 3.44  0.775
53 C -4.46 3.39 3.24  -1.170
54 O -2.67 2.53 4.54  -0.612
55 H -3.39 4.68 1.04  0.391
56 H -3.05 4.02 -0.57  0.266
57 H -1.73 4.38 0.55  0.279
58 H -3.80 2.15 0.93  0.364
59 H -2.14 1.95 0.44  0.076
60 H -4.37 4.47 3.38  0.309
61 H -5.13 2.99 3.99  0.331
62 H -4.91 3.20 2.27  0.366
63 C -3.73 -4.02 3.93  -1.302
64 C -2.62 -3.07 3.52  -0.104
65 O -2.64 -2.80 2.12  -0.170
66 C -3.42 -1.87 1.54  0.801
67 C -4.53 -1.23 2.33  -1.075
68 O -3.24 -1.61 0.38  -0.571
69 H -4.72 -3.60 3.73  0.312
70 H -3.66 -4.25 4.99  0.418
71 H -3.65 -4.95 3.36  0.315
72 H -2.64 -2.14 4.09  0.187
73 H -1.66 -3.53 3.72  0.309
74 H -5.46 -1.75 2.12  0.333
75 H -4.62 -0.19 2.01  0.096
76 H -4.36 -1.22 3.41  0.402
77 C 4.02 1.67 0.69  -0.768
78 C 3.26 2.65 -0.17  -0.724
79 O 2.02 2.09 -0.62  -0.328
80 C 0.90 2.10 0.11  0.584
81 C 0.96 2.52 1.56  -0.666
82 O -0.12 1.72 -0.39  -0.239
83 H 3.47 1.41 1.60  0.239
84 H 4.99 2.08 0.99  0.442
85 H 4.18 0.74 0.15  0.236
86 H 3.10 3.61 0.32  0.394
87 H 3.83 2.86 -1.08  0.388
88 H 1.04 1.63 2.18  -0.050
89 H 0.03 3.04 1.80  -0.004
90 H 1.78 3.20 1.79  0.409
91 C 8.41 -1.45 0.10  -0.964
92 C 8.45 -1.18 1.59  -0.440
93 O 7.40 -0.28 1.99  -0.372
94 C 6.15 -0.68 2.26  0.798
95 C 5.72 -2.08 1.91  -1.002
96 O 5.37 0.12 2.71  -0.540
97 H 7.49 -1.93 -0.20  0.275
98 H 9.25 -2.08 -0.19  0.360
99 H 8.48 -0.51 -0.45  0.299
100 H 8.41 -2.09 2.19  0.373
101 H 9.37 -0.67 1.85  0.320
102 H 5.23 -2.07 0.94  0.245
103 H 5.01 -2.42 2.66  0.339
104 H 6.53 -2.81 1.89  0.311
105 C -0.01 0.77 7.23  -0.721
106 C 1.24 0.00 6.87  -0.331
107 O 0.93 -1.30 6.36  -0.396
108 C 0.61 -1.54 5.08  0.534
109 C 0.32 -0.38 4.16  -0.579
110 O 0.50 -2.68 4.71  -0.582
111 H -0.65 0.94 6.36  0.091
112 H 0.25 1.73 7.67  0.348
113 H -0.60 0.20 7.95  0.291
114 H 1.87 0.55 6.17  0.292
115 H 1.84 -0.17 7.76  0.316
116 H -0.76 -0.22 4.12  0.095
117 H 0.67 -0.64 3.16  0.235
118 H 0.81 0.55 4.44  0.440

(2)
Density functional theory data (the ωB97M-V functional and the def2-TZVPD basis) for a molecular structure, C38H29F7N8OSeTa.

Summary:
* molecular weight: 1006.599 Da
* ΔE to the lowest compared entry with this formula, charge and spin: 55.2 kJ/mol
* charge: +1
* maximum force: 0.44 eV Å⁻¹

Last column: Mulliken charge in e.
Atoms and positions in Å:
1 Ta 0.00 0.14 -0.24  3.165
2 C -2.25 -2.74 4.32  -0.680
3 C -2.98 -2.73 3.13  -0.430
4 C -2.35 -2.41 1.94  -0.444
5 C -0.99 -2.10 1.91  -0.668
6 C -0.26 -2.15 3.10  -0.146
7 C -0.90 -2.46 4.29  -0.973
8 N -0.40 -1.82 0.64  0.478
9 C -0.29 -2.91 -0.17  0.201
10 C -0.20 -4.25 0.27  -0.778
11 C -0.10 -5.26 -0.64  -0.763
12 C -0.10 -5.03 -2.04  -0.841
13 C -0.22 -3.76 -2.50  -0.435
14 C -0.30 -2.70 -1.57  1.049
15 N -0.54 -1.39 -1.88  1.440
16 N -0.87 -1.05 -3.04  -1.850
17 C -1.44 0.23 -3.05  0.112
18 C -2.08 0.65 -4.19  -0.734
19 C -2.85 1.80 -4.13  -0.473
20 C -2.93 2.49 -2.94  -1.000
21 C -2.20 2.04 -1.85  -0.428
22 N -1.45 0.94 -1.89  0.030
23 H -2.74 -2.99 5.25  0.449
24 H -4.03 -2.99 3.14  0.507
25 H -2.90 -2.43 1.01  0.481
26 H 0.80 -1.96 3.08  0.530
27 H -0.32 -2.49 5.21  0.481
28 H -0.20 -4.46 1.33  0.577
29 H 0.00 -6.28 -0.28  0.460
30 H -0.01 -5.86 -2.72  0.443
31 H -0.24 -3.53 -3.56  0.522
32 H -2.01 0.04 -5.08  0.586
33 H -3.38 2.15 -5.01  0.458
34 H -3.52 3.39 -2.84  0.478
35 H -2.19 2.58 -0.92  0.559
36 C 3.82 -4.21 -2.58  -0.502
37 C 3.84 -4.27 -1.19  -0.868
38 C 3.25 -3.26 -0.45  -0.288
39 C 2.65 -2.18 -1.08  0.597
40 C 2.59 -2.14 -2.47  -0.223
41 C 3.20 -3.15 -3.21  -1.177
42 N 2.07 -1.14 -0.23  1.148
43 N 2.77 -0.98 0.79  -1.150
44 C 2.25 -0.20 1.81  -0.471
45 C 3.04 -0.11 2.96  -0.159
46 C 2.53 0.50 4.09  -1.019
47 C 1.23 1.00 4.05  -0.838
48 C 0.47 0.92 2.90  0.157
49 C 0.96 0.34 1.73  1.107
50 H 4.29 -4.99 -3.17  0.426
51 H 4.30 -5.10 -0.69  0.425
52 H 3.26 -3.31 0.63  0.482
53 H 2.10 -1.35 -3.00  0.274
54 H 3.17 -3.09 -4.29  0.440
55 H 4.03 -0.55 2.94  0.533
56 H 3.12 0.57 4.99  0.423
57 H 0.81 1.46 4.94  0.534
58 H -0.54 1.32 2.93  0.292
59 F 0.92 2.00 -2.61  -0.261
60 C 1.33 0.85 -1.98  -0.559
61 F 2.60 1.12 -1.52  -0.365
62 H 1.46 0.14 -2.80  0.434
63 C -3.24 3.33 2.45  -1.199
64 N -2.45 2.51 1.55  0.211
65 C -2.62 1.20 1.42  0.352
66 N -3.67 0.59 1.98  -0.367
67 O -1.81 0.49 0.74  -0.558
68 H -2.90 4.36 2.37  0.354
69 H -3.13 3.02 3.49  0.369
70 H -4.30 3.31 2.18  0.373
71 H -1.54 2.85 1.23  -0.245
72 H -4.28 1.07 2.61  0.236
73 H -3.65 -0.42 2.00  0.132
74 F 1.81 8.02 -2.27  -0.292
75 C 1.52 6.84 -1.74  0.857
76 C 2.13 6.43 -0.57  -0.051
77 F 3.03 7.21 0.03  -0.277
78 C 1.81 5.20 -0.03  0.145
79 F 2.45 4.86 1.10  -0.277
80 C 0.88 4.33 -0.60  -0.051
81 Se 0.73 2.67 0.42  0.217
82 C 0.28 4.79 -1.76  0.034
83 F -0.66 4.08 -2.39  -0.098
84 C 0.59 6.01 -2.33  -0.324
85 F -0.04 6.40 -3.44  -0.293

(3)
Density functional theory data (the ωB97M-V functional and the def2-TZVPD basis) for C2H6N2S in the gas phase in a non-equilibrium geometry.

Summary:
* SMILES: [H]/N=C(\C)NS
* molecular weight: 90.151 Da
* ΔE to the lowest compared entry with this formula, charge and spin: 349.9 kJ/mol
* maximum force: 9.48 eV Å⁻¹

Last column: Mulliken charge in e.
Atoms and positions in Å:
1 H -1.30 1.48 -0.38  0.273
2 N -0.18 1.60 -0.20  -0.634
3 C 0.02 0.23 -0.22  0.595
4 C -1.33 -0.42 0.00  -1.064
5 N 1.18 -0.55 -0.46  -0.307
6 S 2.65 0.28 -0.16  -0.169
7 H -1.70 -0.80 -1.10  0.244
8 H -2.02 0.38 0.37  0.286
9 H -1.46 -1.04 0.92  0.360
10 H 1.19 -1.37 -0.13  0.280
11 H 2.95 0.20 1.35  0.138

(4)
Density functional theory data (the ωB97M-V functional and the def2-TZVPD basis) for a molecular structure, C36H38CdO2P2 in a non-equilibrium geometry.

Summary:
* molecular weight: 677.058 Da
* ΔE to the lowest compared entry with this formula, charge and spin: 0.0 kJ/mol
* maximum force: 2.24 eV Å⁻¹

Last column: Mulliken charge in e.
Atoms and positions in Å:
1 Cd -0.05 0.36 2.23  2.029
2 C -1.66 0.81 -3.00  0.040
3 C -1.76 -0.51 -2.86  -0.459
4 C -1.09 -1.51 -3.75  -1.340
5 C 0.33 -1.18 -4.30  -1.280
6 C 1.26 -0.32 -3.49  0.316
7 C 1.26 1.02 -3.48  -0.759
8 C 0.31 1.89 -4.25  -1.123
9 C -1.15 1.42 -4.27  -1.102
10 C 1.13 -0.24 3.97  -1.649
11 H -2.02 1.51 -2.25  0.510
12 H -2.46 -0.94 -2.13  1.007
13 H -1.72 -1.71 -4.63  0.473
14 H -1.02 -2.47 -3.23  0.246
15 H 0.84 -2.16 -4.40  0.419
16 H 0.23 -0.80 -5.32  0.366
17 H 2.11 -0.86 -3.04  0.862
18 H 2.10 1.58 -3.06  0.526
19 H 0.66 1.99 -5.30  0.378
20 H 0.36 2.91 -3.83  0.342
21 H -1.77 2.28 -4.54  0.498
22 H -1.24 0.70 -5.10  0.286
23 H 1.05 0.65 4.61  0.384
24 H 2.18 -0.47 3.78  0.415
25 H 0.63 -1.09 4.46  0.378
26 P -1.62 -0.74 0.65  -0.194
27 P 2.03 -0.03 0.91  0.080
28 C -0.28 -1.15 -0.46  -0.454
29 C 1.05 -0.79 -0.39  -1.027
30 C -2.49 -2.25 1.09  0.171
31 C -2.82 -3.24 0.14  0.007
32 C -3.54 -4.37 0.54  -0.620
33 C -3.88 -4.55 1.88  -0.496
34 C -3.48 -3.61 2.84  -0.572
35 C -2.77 -2.48 2.46  -0.446
36 C -2.80 0.63 0.38  1.268
37 C -2.33 1.97 0.36  -0.618
38 C -3.23 3.03 0.44  -0.654
39 C -4.60 2.79 0.42  -0.702
40 C -5.08 1.48 0.42  -0.629
41 C -4.19 0.40 0.43  -0.516
42 C 3.44 -1.09 1.27  0.553
43 C 3.20 -2.39 1.78  -0.430
44 C 4.26 -3.20 2.17  -0.558
45 C 5.58 -2.76 2.02  -0.512
46 C 5.83 -1.49 1.48  -0.579
47 C 4.77 -0.66 1.10  -0.411
48 C 2.59 1.66 0.57  0.288
49 C 2.64 2.58 1.63  -0.403
50 C 2.98 3.91 1.38  -0.682
51 C 3.21 4.34 0.07  -0.512
52 C 3.19 3.42 -0.98  -0.549
53 C 2.94 2.07 -0.73  -0.409
54 H -0.55 -1.88 -1.23  0.585
55 H 1.70 -1.16 -1.19  0.617
56 H -2.53 -3.11 -0.90  0.202
57 H -3.85 -5.10 -0.21  0.402
58 H -4.45 -5.44 2.19  0.363
59 H -3.75 -3.77 3.89  0.405
60 H -2.43 -1.75 3.20  0.348
61 H -1.26 2.17 0.33  0.424
62 H -2.85 4.05 0.54  0.378
63 H -5.30 3.63 0.43  0.356
64 H -6.15 1.29 0.43  0.382
65 H -4.55 -0.62 0.49  0.378
66 H 2.17 -2.74 1.88  0.373
67 H 4.07 -4.18 2.59  0.375
68 H 6.42 -3.39 2.32  0.360
69 H 6.86 -1.14 1.36  0.385
70 H 4.97 0.33 0.68  0.378
71 H 2.39 2.25 2.64  0.285
72 H 3.07 4.61 2.22  0.397
73 H 3.43 5.39 -0.12  0.379
74 H 3.37 3.76 -2.01  0.407
75 H 3.01 1.32 -1.51  0.821
76 O -2.92 2.64 3.69  -0.570
77 C -1.75 2.29 3.82  -0.204
78 O -0.79 2.32 2.95  -0.768
79 H -1.42 1.86 4.80  0.382

(5)
Density functional theory data (the ωB97M-V functional and the def2-TZVPD basis) for a molecular structure, C3H11N3 in a non-equilibrium geometry.

Summary:
* molecular weight: 89.142 Da
* ΔE to the lowest compared entry with this formula, charge and spin: 429.9 kJ/mol
* maximum force: 2.50 eV Å⁻¹

Last column: Mulliken charge in e.
Atoms and positions in Å:
1 C 1.33 0.32 -0.58  -0.186
2 N 2.05 1.01 0.48  -0.507
3 N 1.83 -0.95 -1.09  -0.507
4 H 2.98 1.28 0.19  0.217
5 H 2.75 -0.85 -1.52  0.217
6 H 1.89 -1.65 -0.37  0.232
7 H 2.13 0.44 1.32  0.232
8 H 1.37 1.00 -1.43  0.441
9 H -0.58 -0.47 0.66  -0.031
10 C -2.97 -0.30 0.78  -1.032
11 C -1.74 0.13 0.09  0.394
12 N -1.38 0.82 -0.83  -0.682
13 H -0.16 0.69 -0.84  0.413
14 H 0.35 -0.25 0.26  -0.091
15 H -2.93 -0.01 1.83  0.275
16 H -3.84 0.17 0.31  0.338
17 H -3.08 -1.38 0.73  0.276

(6)
Density functional theory data (the ωB97M-V functional and the def2-TZVPD basis) for a molecular structure, C33H46ClF6INO17PS in a non-equilibrium geometry.

Summary:
* molecular weight: 1068.107 Da
* maximum force: 10.84 eV Å⁻¹
* energy: -128298.5926 eV

Last column: Mulliken charge in e.
Atoms and positions in Å:
1 C -1.91 1.64 -4.88  -1.056
2 C -1.93 1.68 -3.42  -0.080
3 C -2.27 0.48 -2.30  2.863
4 C -3.75 1.13 -1.85  -0.927
5 Cl -4.74 1.95 -3.25  -0.060
6 C -4.64 0.31 -0.80  0.419
7 C -6.28 0.21 -1.15  -1.055
8 C -1.22 0.59 -0.98  1.570
9 C 0.02 1.67 -1.31  -0.988
10 C -1.70 1.09 0.43  -0.726
11 C -2.39 2.44 0.92  -0.896
12 C -1.53 3.85 0.79  -0.422
13 F -0.15 3.76 1.39  -0.339
14 C -0.41 -0.85 -0.69  -0.535
15 N 0.54 -1.33 -1.69  0.072
16 C 1.85 -1.08 -1.56  0.569
17 O 3.16 -1.29 -1.28  -0.530
18 P 0.27 -1.20 1.05  0.324
19 C 1.71 0.00 1.58  -0.582
20 O 1.10 -2.76 1.09  -0.485
21 S -1.77 -2.21 -0.70  1.368
22 O -1.07 -3.63 -0.82  -0.684
23 O -2.50 -2.32 0.69  -0.571
24 O -2.70 -2.08 -2.04  -0.147
25 C -2.38 -0.98 -3.01  -3.111
26 I -4.42 -1.34 -3.98  0.102
27 C -1.47 -1.59 -4.14  2.455
28 F -2.26 -1.93 -5.41  -0.327
29 F -1.16 -3.02 -3.73  -0.303
30 C -0.11 -1.09 -4.79  0.327
31 F -0.27 -0.74 -6.26  -0.278
32 F 0.90 -2.22 -4.87  -0.281
33 F 0.66 0.03 -4.29  -0.136
34 H -0.90 1.91 -5.45  0.222
35 H -2.84 1.35 -5.56  0.179
36 H -1.88 2.78 -2.96  0.243
37 H -3.37 2.20 -1.47  0.304
38 H -4.63 0.90 0.24  0.149
39 H -4.32 -0.78 -0.53  -0.101
40 H -6.77 -0.12 -0.11  0.264
41 H -6.76 1.25 -1.39  0.290
42 H -6.54 -0.65 -1.90  0.128
43 H 0.81 1.72 -0.41  -0.007
44 H 0.66 1.40 -2.24  0.282
45 H -0.35 2.77 -1.44  0.143
46 H -2.24 0.21 1.04  0.387
47 H -0.69 1.28 1.07  -0.297
48 H -2.49 2.33 2.11  0.444
49 H -3.48 2.69 0.60  0.279
50 H -1.52 4.32 -0.28  0.246
51 H -2.10 4.63 1.48  0.351
52 H 2.72 -0.22 1.04  0.146
53 H 1.90 -0.29 2.73  0.341
54 H 1.40 1.13 1.60  0.173
55 H 1.27 -3.12 0.18  0.329
56 C -10.50 -2.20 1.68  -1.438
57 C -10.77 -1.25 0.54  0.476
58 C -11.22 -1.92 -0.72  -0.505
59 O -10.81 -1.01 -1.72  -0.301
60 C -9.73 -0.34 -1.21  0.599
61 O -9.00 0.40 -1.85  -0.516
62 O -9.57 -0.61 0.12  -0.283
63 H -9.82 -3.00 1.38  0.351
64 H -10.02 -1.68 2.52  0.351
65 H -11.43 -2.65 2.04  0.381
66 H -11.47 -0.47 0.85  0.266
67 H -12.30 -2.07 -0.76  0.307
68 H -10.72 -2.88 -0.91  0.306
69 C 5.77 -3.01 -1.66  -1.417
70 C 6.43 -3.92 -0.64  0.644
71 C 6.47 -3.34 0.74  -0.505
72 O 7.60 -4.00 1.31  -0.230
73 C 8.43 -4.31 0.26  0.544
74 O 9.57 -4.71 0.39  -0.571
75 O 7.81 -4.09 -0.93  -0.351
76 H 6.22 -2.01 -1.64  0.334
77 H 5.92 -3.40 -2.67  0.388
78 H 4.70 -2.92 -1.47  0.287
79 H 5.96 -4.91 -0.66  0.246
80 H 5.57 -3.56 1.32  0.323
81 H 6.66 -2.26 0.77  0.305
82 C 8.18 -3.16 4.26  -1.375
83 C 7.63 -2.40 5.45  0.609
84 C 7.43 -3.24 6.67  -0.516
85 O 6.41 -2.54 7.36  -0.307
86 C 5.69 -1.88 6.41  0.634
87 O 4.62 -1.32 6.61  -0.558
88 O 6.32 -1.93 5.20  -0.301
89 H 7.58 -4.05 4.05  0.319
90 H 8.14 -2.54 3.36  0.238
91 H 9.21 -3.47 4.44  0.403
92 H 8.26 -1.52 5.66  0.231
93 H 8.34 -3.31 7.29  0.312
94 H 7.07 -4.25 6.45  0.323
95 C 3.61 6.91 1.75  -1.449
96 C 3.57 6.39 0.33  0.525
97 C 2.90 7.31 -0.64  -0.548
98 O 2.45 6.42 -1.64  -0.308
99 C 2.25 5.21 -1.02  0.583
100 O 1.68 4.26 -1.53  -0.543
101 O 2.76 5.22 0.25  -0.272
102 H 2.62 7.21 2.10  0.345
103 H 3.96 6.13 2.44  0.357
104 H 4.28 7.77 1.83  0.385
105 H 4.58 6.12 0.00  0.264
106 H 3.59 8.05 -1.06  0.307
107 H 2.03 7.83 -0.22  0.307

(7)
Density functional theory data (the ωB97M-V functional and the def2-TZVPD basis) for C6H11N in the gas phase.

Summary:
* SMILES: CC=C=NCCC
* molecular weight: 97.161 Da
* ΔE to the lowest compared entry with this formula, charge and spin: 150.8 kJ/mol
* maximum force: 0.79 eV Å⁻¹

Last column: Mulliken charge in e.
Atoms and positions in Å:
1 C -2.58 -0.74 0.78  -1.094
2 C -1.41 -1.18 -0.05  -0.331
3 C -0.90 -0.38 -0.94  0.440
4 N -0.40 0.50 -1.64  -0.524
5 C 0.57 1.36 -0.93  -0.573
6 C 1.29 0.84 0.32  -0.391
7 C 2.14 -0.41 0.06  -1.078
8 H -3.49 -1.27 0.47  0.340
9 H -2.41 -0.94 1.84  0.298
10 H -2.77 0.34 0.67  0.299
11 H -1.01 -2.18 0.05  0.371
12 H 0.04 2.28 -0.66  0.311
13 H 1.32 1.61 -1.68  0.358
14 H 0.61 0.68 1.17  0.308
15 H 1.92 1.69 0.59  0.349
16 H 2.45 -0.92 0.98  0.292
17 H 3.04 -0.14 -0.49  0.352
18 H 1.58 -1.14 -0.54  0.273